[1]
Formula: C3H12N4
Source: OMol25
Level of theory: ωB97M-V with the def2-TZVPD basis set

Summary:
- energy relative to the best compared isomer or geometry (same formula, charge and spin) (kcal per mole) = 127.88
- energy (eV) = -9244.4808
- Kohn-Sham gap (spin up / spin down) (eV) = 6.94 / 6.95

ORCA input file:
```
! wB97M-V def2-TZVPD RIJCOSX def2/J DEFGRID3
* xyz 2 1
N 1.16070 0.39389 0.52517
N -1.85905 1.78636 0.02259
N -1.55552 0.56281 0.18882
N 1.74748 1.25826 -0.38177
C 0.32771 -0.59852 0.18240
C -0.13508 -1.48364 1.15534
C 0.31427 -0.95355 -1.28322
H -0.01554 -0.04011 -1.77685
H -2.08378 -0.16057 -0.31482
H 0.53812 -2.32810 1.31905
H 1.29423 -0.97940 -1.67550
H 2.21972 0.75729 -1.18617
H -1.01716 -2.10870 0.93075
H -1.36435 2.36874 0.70140
H 1.33662 0.48147 1.54150
H 2.34206 1.84690 0.15456
H -2.59802 2.15544 -0.59858
H -0.34164 -1.13210 2.10828
H -0.31077 -1.82645 -1.61294
*
```


[2]
Formula: C10H14N
Source: OMol25
Level of theory: ωB97M-V with the def2-TZVPD basis set

Summary:
- structure (SMILES) = CCCC[C@H]1CC1=[N+]=c1cc1
- energy relative to the best compared isomer or geometry (same formula, charge and spin) (kcal per mole) = 107.58
- energy (eV) = -12074.9008
- Kohn-Sham gap (eV) = 9.92

ORCA input file:
```
! wB97M-V def2-TZVPD RIJCOSX def2/J DEFGRID3
* xyz 1 1
N -2.93533 0.54593 0.20075
C 0.24678 1.46118 0.29673
C -2.19375 1.48734 -0.14567
C -4.35222 -1.60875 0.84797
C -3.37571 -2.02108 0.00110
C 0.31472 0.13252 -0.34736
C -1.02068 2.17294 0.20052
C 1.53957 -0.68746 0.00802
C -3.38771 -0.67491 0.38674
C 1.41180 -2.20624 -0.21729
C -1.73113 2.50613 -1.07716
H -1.41405 2.02943 -2.06869
H 0.96892 2.17182 -0.10609
H -5.22173 -1.79127 1.35562
H -2.76664 -2.70955 -0.48134
H -0.49110 -0.48431 0.07586
H 2.39452 -2.65314 -0.34660
H -1.14537 2.93662 0.95310
H -1.98454 3.53984 -1.20232
H 0.22630 0.38260 -1.38965
H 0.64670 -2.42597 -1.01407
H 2.50393 -0.27506 -0.49516
H 1.73739 -0.46094 1.02049
H 0.92446 -2.70744 0.64668
H 0.44986 1.45431 1.37573
*
```


[3]
Formula: C4H10O
Source: OMol25
Level of theory: ωB97M-V with the def2-TZVPD basis set

Summary:
- structure (SMILES) = C=CCC.O
- energy relative to the best compared isomer or geometry (same formula, charge and spin) (kcal per mole) = 25.03
- energy (eV) = -6356.7177
- Kohn-Sham gap (eV) = 10.92

ORCA input file:
```
! wB97M-V def2-TZVPD RIJCOSX def2/J DEFGRID3
* xyz 0 1
O 0.78760 1.20851 -2.57700
C -1.16331 -1.15762 -0.44487
C 0.83042 1.06198 1.87949
C 0.00715 -0.82450 0.48316
C 0.10304 0.62901 0.86584
H -0.81673 -1.41790 -1.45875
H 0.91936 -1.17712 -0.00420
H -1.83000 -0.30062 -0.63291
H -1.77339 -1.99969 -0.15730
H -0.17636 -1.38189 1.39883
H 1.36283 0.35655 2.50615
H 1.07298 1.21751 -1.64509
H -0.48406 1.31805 0.26336
H 0.84765 2.09353 2.18662
H 0.31282 0.37421 -2.66334
*
```


[4]
Formula: C32H41Cl2N2OP3W
Source: OMol25
Level of theory: ωB97M-V with the def2-TZVPD basis set

Summary:
- energy relative to the best compared isomer or geometry (same formula, charge and spin) (kcal per mole) = 0.00
- energy (eV) = -93603.1526
- Kohn-Sham gap (spin up / spin down) (eV) = 7.17 / 8.48

ORCA input file:
```
! wB97M-V def2-TZVPD RIJCOSX def2/J DEFGRID3
* xyz 2 3
W 0.26746 -0.30871 2.84222
Cl 2.32830 0.72093 3.42907
Cl -0.33352 -0.96496 5.03598
P -3.63233 -2.06774 0.57976
P 1.54279 -2.44968 2.66389
P 1.27639 1.18231 -1.57401
O -2.10089 0.51497 -0.45568
N -0.82181 1.62541 3.26530
N -2.29515 3.25230 3.14868
C -1.85069 2.11703 2.56846
C -3.23409 -3.02131 -0.88637
C -0.95027 5.04025 -2.69750
C 5.68734 1.98089 -2.52633
C 3.62265 0.82487 -3.04074
C 1.01067 0.73616 0.34110
C 0.74411 -2.60713 -2.93280
C -0.02802 0.03600 0.79279
C -4.23039 -3.10019 1.90460
C -1.24984 4.40487 -1.48802
C -1.23982 -0.52859 0.09093
C -1.50671 3.51584 4.26676
C -1.61233 -1.27640 2.36981
C -0.55728 3.25226 -1.11268
C -4.76576 -0.73771 0.20343
C 5.10109 2.53647 -1.38271
C -0.85633 -1.21283 -4.10428
C -0.30244 -2.46960 -3.85002
C 3.77213 2.25152 -1.06835
C 4.95009 1.12355 -3.34990
C -2.07649 -1.29058 1.09942
C 3.02350 1.40787 -1.90921
C 0.04268 4.52309 -3.53741
C 2.38577 -2.92632 4.19657
C 0.71780 3.35519 -3.18437
C -0.59413 2.50927 4.33031
C -0.39292 -0.08761 -3.42241
C 0.67306 -0.21996 -2.51454
C 1.26233 -1.48081 -2.29485
C 0.51576 -3.87912 2.23493
C 0.39458 2.69173 -1.98418
C 2.83720 -2.39901 1.39992
H -2.30872 1.67374 1.68768
H -0.82803 0.89671 -3.61297
H 0.29659 5.02629 -4.47098
H 2.38633 -2.45861 0.40119
H 1.14073 -4.78175 2.17698
H 1.80657 1.09532 0.99339
H -1.48404 5.94708 -2.98423
H -0.90861 -1.20286 -0.72486
H 2.12512 -1.56902 -1.62833
H -4.42703 -2.49541 2.79957
H -3.08071 3.80495 2.81759
H -5.16692 -3.57242 1.57562
H 1.50028 2.95185 -3.83109
H -0.25934 -4.01221 3.00003
H -1.65653 -1.09797 -4.83725
H -2.47480 -3.77623 -0.63865
H -1.58781 1.08691 -1.06106
H -4.32257 -0.11019 -0.57962
H -0.68293 -3.34728 -4.37497
H 0.19900 2.33076 5.03706
H 3.51808 -3.24938 1.54961
H -2.02060 4.80437 -0.82652
H -0.72252 2.80313 -0.13085
H 1.64766 -3.26632 4.93245
H -4.91700 -0.12669 1.10296
H 6.72261 2.21542 -2.77586
H -3.49960 -3.88376 2.14628
H 3.04495 0.15242 -3.67771
H -2.84266 -2.36274 -1.67382
H -2.20225 -1.74740 3.16851
H 2.92443 -2.06386 4.60526
H 5.40361 0.68497 -4.23974
H 1.17593 -3.58759 -2.72370
H 3.30315 2.68429 -0.18280
H 0.02637 -3.70751 1.26766
H 3.39685 -1.45971 1.48456
H 3.09523 -3.73573 3.97516
H 5.67695 3.19828 -0.73488
H -1.65446 4.36529 4.90949
H -4.14333 -3.52332 -1.24294
H -5.72447 -1.15839 -0.12579
*
```


[5]
Formula: C23H23NO2
Source: OMol25
Level of theory: ωB97M-V with the def2-TZVPD basis set

Summary:
- structure (SMILES) = O=C(C[C@@H](c1ccccc1)c1ccccc1O)NCCc1ccccc1
- energy relative to the best compared isomer or geometry (same formula, charge and spin) (kcal per mole) = 0.00
- energy (eV) = -29810.5843
- Kohn-Sham gap (eV) = 9.11

ORCA input file:
```
! wB97M-V def2-TZVPD RIJCOSX def2/J DEFGRID3
* xyz 0 1
O -0.78541 -2.83024 -0.12463
O -3.72868 2.03172 1.17344
N 0.97961 -1.51461 0.32343
C 0.33740 2.30113 -1.86721
C -5.78895 -0.58403 -0.34450
C 4.82438 -0.95648 -0.18050
C 3.28359 0.83100 0.20871
C -0.29206 -1.92120 0.51393
C -5.41277 0.64049 0.17890
C -0.36638 2.01820 0.40933
C -4.12293 0.83098 0.65109
C 2.63521 -0.98318 -1.40840
C -1.01362 0.41588 -1.24524
C -0.32730 1.13416 -2.20790
C -3.58520 -1.43060 0.07842
C 0.31512 2.74202 -0.55514
C 1.83554 -2.07848 -0.69359
C -1.80142 0.07633 1.12679
C 3.60676 -0.34541 -0.45604
C -3.19199 -0.21389 0.61105
C -1.02317 -1.16723 1.61386
C 4.15833 1.38453 1.12825
C 5.36786 0.76775 1.39578
C -1.03718 0.84976 0.07522
C -4.87402 -1.61808 -0.39575
C 5.70012 -0.40391 0.73629
H -4.46756 2.65055 1.13671
H -1.92487 0.73398 1.99499
H 5.08838 -1.87058 -0.69346
H 0.82685 3.65416 -0.28235
H -2.87892 -2.24370 0.02115
H 2.34650 1.32513 -0.00669
H -6.12174 1.45802 0.22146
H -1.72369 -1.85286 2.09269
H -0.38583 2.37189 1.43057
H -1.53997 -0.48569 -1.51998
H -0.31831 0.78681 -3.23114
H 6.05103 1.19942 2.11213
H -0.29032 -0.84501 2.35670
H -6.79518 -0.72216 -0.71133
H 1.94323 -0.23635 -1.80117
H 1.36131 -0.75325 0.86311
H 3.17232 -1.43794 -2.24213
H 1.18763 -2.61205 -1.39316
H 6.64482 -0.88766 0.93729
H 2.52714 -2.79998 -0.23962
H 0.86914 2.86437 -2.62026
H 3.89361 2.30092 1.63559
H -5.15843 -2.57468 -0.80669
*
```


[6]
Formula: C2H3ClO2S
Source: OMol25
Level of theory: ωB97M-V with the def2-TZVPD basis set

Summary:
- structure (SMILES) = C=C=O.OSCl
- energy relative to the best compared isomer or geometry (same formula, charge and spin) (kcal per mole) = 38.41
- energy (eV) = -29573.0487
- Kohn-Sham gap (eV) = 9.26

ORCA input file:
```
! wB97M-V def2-TZVPD RIJCOSX def2/J DEFGRID3
* xyz 0 1
Cl -2.50038 0.34785 -2.39559
S -1.14978 1.14674 -1.13365
O 2.14295 -1.25459 0.53090
O 0.19509 1.12469 -1.96817
C 0.09721 -0.48412 1.72761
C 1.17969 -0.90615 1.19547
H -0.86047 -0.91882 1.86171
H 0.76121 0.40882 -1.87961
H 0.13448 0.53558 2.06131
*
```